#1
Here is a molecular structure, C3H2N2O2 from the Open Molecules 2025 dataset. Energies are from ωB97M-V with the def2-TZVPD basis set.

Output
* HOMO-LUMO gap: 9.3 eV
* HOMO energy: -9.92 eV
* LUMO energy: -0.7 eV

Structure (ORCA input):
```
! RIJCOSX wB97M-V def2-TZVPD def2/J DEFGRID3
* xyz 0 1
N 1.11 1.28 1.54
C 0.79 0.74 0.48
O -0.42 -0.60 0.67
C -1.09 -1.06 -0.40
O -0.91 -0.76 -1.55
C 1.09 0.82 -0.89
N 0.78 0.43 -1.95
H 0.57 0.91 2.33
H -1.92 -1.77 -0.23
*
```

---

#2
Here is 2 unconnected molecules or ions with the total composition C3H2N2O2 from the Open Molecules 2025 dataset. Energies are from ωB97M-V with the def2-TZVPD basis set.

Output
* HOMO-LUMO gap: 11.2 eV
* HOMO energy: -11.04 eV
* LUMO energy: 0.1 eV

Structure (ORCA input):
```
! RIJCOSX wB97M-V def2-TZVPD def2/J DEFGRID3
* xyz 0 1
O 1.13 2.36 0.51
C 1.04 1.30 0.10
N 1.02 0.25 -0.47
C 1.19 -1.10 -0.13
O 1.53 -1.45 0.99
H 0.63 -1.73 -0.94
C -2.20 0.10 -0.01
N -1.92 1.21 0.15
H -2.42 -0.93 -0.19
*
```

---

Stability verdict: #2, ahead by 2.192 eV

---

#1
Here is a single C3H2N2O2 molecule from the Open Molecules 2025 dataset. Energies are from ωB97M-V with the def2-TZVPD basis set.

Output
* HOMO-LUMO gap: 10.9 eV
* HOMO energy: -11.11 eV
* LUMO energy: -0.2 eV

Structure (ORCA input):
```
! RIJCOSX wB97M-V def2-TZVPD def2/J DEFGRID3
* xyz 0 1
O -0.36 1.49 -1.28
C 0.47 1.37 -0.44
C 1.06 -0.87 -0.88
N 0.11 -1.39 -0.39
C -0.82 -1.09 0.59
N -0.78 0.03 1.20
O 0.33 0.81 0.84
H 1.50 1.76 -0.47
H -1.58 -1.83 0.84
*
```

---

#2
Here is a single C3H2N2O2 molecule from the Open Molecules 2025 dataset. Energies are from ωB97M-V with the def2-TZVPD basis set.

Output
* HOMO-LUMO gap (spin up / spin down): 6.4 / 6.4 eV
* HOMO energy (spin up / spin down): -8.11 / -8.13 eV
* LUMO energy (spin up / spin down): -1.8 / -1.8 eV

Structure (ORCA input):
```
! RIJCOSX wB97M-V def2-TZVPD def2/J DEFGRID3
* xyz 0 1
O -2.41 -0.79 -0.14
C -1.71 0.18 -0.05
C -0.25 0.37 0.01
N 0.64 1.23 0.09
C 1.63 0.23 0.07
N 1.22 -1.01 -0.02
O 0.35 -1.93 -0.10
H -2.08 1.23 0.01
H 2.68 0.51 0.12
*
```

---

Stability verdict: #1, ahead by 5.037 eV

---

#1
Here is a single C3H2N2O2 molecule from the Open Molecules 2025 dataset. Energies are from ωB97M-V with the def2-TZVPD basis set.

Output
* HOMO-LUMO gap: 9.4 eV
* HOMO energy: -10.10 eV
* LUMO energy: -0.7 eV

Structure (ORCA input):
```
! RIJCOSX wB97M-V def2-TZVPD def2/J DEFGRID3
* xyz 0 1
O -2.52 0.03 -0.90
C -1.73 0.24 -0.01
C -0.40 -0.52 0.03
O -0.29 -1.66 -0.31
N 0.65 0.26 0.62
C 1.86 0.33 -0.08
N 2.01 -0.66 0.64
H -1.91 0.98 0.80
H 2.33 0.99 -0.79
*
```

---

#2
Here is a single C3H2N2O2 molecule from the Open Molecules 2025 dataset. Energies are from ωB97M-V with the def2-TZVPD basis set.

Output
* HOMO-LUMO gap: 9.5 eV
* HOMO energy: -10.60 eV
* LUMO energy: -1.1 eV

Structure (ORCA input):
```
! RIJCOSX wB97M-V def2-TZVPD def2/J DEFGRID3
* xyz 0 1
O 2.56 0.01 0.03
C 1.39 0.03 0.00
N 0.69 1.16 -0.10
C -0.64 1.21 -0.07
N -1.35 0.00 -0.02
C -0.73 -1.13 -0.01
O 0.68 -1.26 -0.21
H -1.26 2.16 0.00
H -1.33 -2.19 0.38
*
```

---

#3
Here is a molecular structure, C3H2N2O2 from the Open Molecules 2025 dataset. Energies are from ωB97M-V with the def2-TZVPD basis set.

Output
* HOMO-LUMO gap (spin up / spin down): 9.5 / 9.5 eV
* HOMO energy (spin up / spin down): -10.49 / -10.49 eV
* LUMO energy (spin up / spin down): -1.0 / -1.0 eV

Structure (ORCA input):
```
! RIJCOSX wB97M-V def2-TZVPD def2/J DEFGRID3
* xyz 0 1
C 0.60 -1.61 -0.03
C -1.37 0.01 -0.11
C -0.19 -0.52 -0.12
N 1.44 -2.35 0.23
N 1.01 1.01 0.08
O 2.15 0.83 -0.24
O 0.39 1.99 0.27
H -1.63 1.16 -0.11
H -2.40 -0.52 0.03
*
```

---

#4
Here is a single C3H2N2O2 molecule from the Open Molecules 2025 dataset. Energies are from ωB97M-V with the def2-TZVPD basis set.

Output
* HOMO-LUMO gap: 10.6 eV
* HOMO energy: -11.15 eV
* LUMO energy: -0.6 eV

Structure (ORCA input):
```
! RIJCOSX wB97M-V def2-TZVPD def2/J DEFGRID3
* xyz 0 1
O -2.47 -0.39 -0.84
C -1.78 0.28 -0.13
C -0.32 0.01 0.02
N 0.63 0.89 0.13
C 1.74 0.08 0.13
N 1.49 -1.20 0.06
O 0.11 -1.25 -0.02
H -2.15 1.14 0.46
H 2.75 0.45 0.19
*
```

---

Stability verdict: #2, ahead by 0.086 eV

---

#1
Here is a molecular structure, C18H25N3O2 from the Open Molecules 2025 dataset. Energies are from ωB97M-V with the def2-TZVPD basis set.

Output
* HOMO-LUMO gap: 8.5 eV
* HOMO energy: -8.04 eV
* LUMO energy: 0.4 eV

Structure (ORCA input):
```
! RIJCOSX wB97M-V def2-TZVPD def2/J DEFGRID3
* xyz 0 1
C 2.54 4.67 0.75
C 2.42 3.19 0.45
C 3.41 2.51 -0.16
C 3.11 1.03 -0.36
C 1.89 0.27 -0.11
C 0.83 1.14 0.69
C 0.99 2.46 1.00
H 0.28 3.19 1.18
H -0.10 0.82 0.86
C 1.73 -1.09 -0.21
C 0.30 -1.30 0.30
N 0.05 -2.08 1.28
O -1.17 -2.55 1.32
C -1.69 -1.71 0.38
N -0.80 -1.27 -0.53
C -3.26 -1.77 0.27
N -3.68 -0.56 0.35
C -3.50 0.10 1.70
H -4.00 1.12 1.71
H -3.75 -0.55 2.48
H -2.47 0.46 1.67
C -3.42 0.59 -0.62
H -3.47 0.08 -1.66
C -4.20 1.82 -0.65
O -3.99 2.61 -2.29
H -2.97 2.65 -2.20
H -3.86 2.26 0.01
H -5.16 1.68 -0.78
H -2.31 0.71 -0.60
H -3.62 -2.43 0.96
H -3.42 -1.99 -0.90
C 1.76 -1.40 -1.84
C 2.48 -2.72 -1.72
H 2.84 -3.13 -2.74
C 3.48 -2.71 -0.65
H 3.91 -3.42 -0.28
H 4.40 -2.08 -1.21
C 2.83 -1.84 0.74
H 2.37 -2.49 1.22
H 3.41 -1.08 1.09
H 1.80 -3.60 -1.31
H 0.67 -1.28 -1.94
H 2.33 -0.70 -2.18
H 3.79 0.34 -0.76
H 4.08 2.93 -0.50
H 1.80 5.06 1.16
H 3.46 4.72 1.32
H 2.78 5.02 -0.25
*
```

---

#2
Here is a single C18H25N3O2 molecule from the Open Molecules 2025 dataset. Energies are from ωB97M-V with the def2-TZVPD basis set.

Output
* HOMO-LUMO gap: 8.6 eV
* HOMO energy: -8.05 eV
* LUMO energy: 0.6 eV

Structure (ORCA input):
```
! RIJCOSX wB97M-V def2-TZVPD def2/J DEFGRID3
* xyz 0 1
C -1.61 -3.90 0.10
C -1.31 -2.40 0.06
N -2.46 -1.51 0.05
C -3.34 -1.62 1.20
C -2.61 -1.25 2.49
C -3.15 -1.44 -1.23
C -2.33 -0.62 -2.23
N -1.76 0.51 -1.53
C -1.06 1.47 -2.14
O -0.93 1.58 -3.34
C -0.38 2.43 -1.14
N 0.74 1.74 -0.52
C 1.96 1.68 -1.14
C 2.13 2.37 -2.45
C 2.99 1.00 -0.56
C 2.82 0.34 0.68
C 3.86 -0.37 1.31
C 3.64 -1.00 2.51
C 2.39 -0.95 3.13
C 1.36 -0.26 2.53
C 1.56 0.39 1.31
C 0.46 1.10 0.68
O -0.67 1.14 1.15
H -2.10 -4.17 1.03
H -0.68 -4.46 0.03
H -2.25 -4.19 -0.73
H -0.72 -2.18 -0.83
H -0.70 -2.13 0.92
H -4.15 -0.90 1.05
H -3.79 -2.62 1.29
H -2.05 -0.34 2.33
H -1.93 -2.04 2.81
H -3.34 -1.09 3.28
H -3.37 -2.43 -1.66
H -4.10 -0.93 -1.06
H -2.96 -0.26 -3.05
H -1.53 -1.22 -2.67
H -1.76 0.42 -0.51
H -0.04 3.32 -1.66
H -1.08 2.69 -0.35
H 3.09 2.11 -2.88
H 1.34 2.09 -3.15
H 2.10 3.45 -2.33
H 3.94 0.96 -1.06
H 4.83 -0.41 0.84
H 4.45 -1.54 2.99
H 2.23 -1.44 4.07
H 0.39 -0.20 2.99
*
```

---

Stability verdict: #2, ahead by 19.332 eV

---

#1
Here is 2 unconnected molecules or ions with the total composition C2H2FOP from the Open Molecules 2025 dataset. Energies are from ωB97M-V with the def2-TZVPD basis set.

Output
* HOMO-LUMO gap: 10.8 eV
* HOMO energy: -10.20 eV
* LUMO energy: 0.6 eV

Structure (ORCA input):
```
! RIJCOSX wB97M-V def2-TZVPD def2/J DEFGRID3
* xyz 0 1
O -0.63 0.70 2.10
C 0.43 1.08 1.80
F 0.53 1.60 0.60
H 1.32 0.99 2.46
C 0.27 -2.00 -0.22
P -0.21 -2.10 1.20
H 0.61 -1.46 -1.07
*
```

---

#2
Here is a single C2H2FOP molecule from the Open Molecules 2025 dataset. Energies are from ωB97M-V with the def2-TZVPD basis set.

Output
* HOMO-LUMO gap: 8.6 eV
* HOMO energy: -8.86 eV
* LUMO energy: -0.2 eV

Structure (ORCA input):
```
! RIJCOSX wB97M-V def2-TZVPD def2/J DEFGRID3
* xyz 0 1
O -1.95 0.22 0.72
C -0.81 0.29 0.42
C 0.53 -0.55 0.29
P 0.57 1.22 -0.36
F 0.10 0.91 -1.89
H 1.06 -0.72 1.21
H 0.49 -1.38 -0.40
*
```

---

#3
Here is a single C2H2FOP molecule from the Open Molecules 2025 dataset. Energies are from ωB97M-V with the def2-TZVPD basis set.

Output
* HOMO-LUMO gap: 9.0 eV
* HOMO energy: -10.29 eV
* LUMO energy: -1.3 eV

Structure (ORCA input):
```
! RIJCOSX wB97M-V def2-TZVPD def2/J DEFGRID3
* xyz 0 1
H -1.21 -1.87 -1.60
P -0.38 -0.69 -1.53
C -0.06 -0.44 0.16
C 0.51 0.95 0.66
O 1.12 1.26 1.60
F 0.16 1.92 -0.23
H -0.14 -1.12 0.94
*
```

---

#4
Here is a single C2H2FOP molecule from the Open Molecules 2025 dataset. Energies are from ωB97M-V with the def2-TZVPD basis set.

Output
* HOMO-LUMO gap: 9.4 eV
* HOMO energy: -9.08 eV
* LUMO energy: 0.4 eV

Structure (ORCA input):
```
! RIJCOSX wB97M-V def2-TZVPD def2/J DEFGRID3
* xyz 0 1
O -2.12 0.77 -0.22
C -1.02 0.78 0.12
C 0.26 0.64 0.35
P 0.99 -1.02 0.17
F -0.45 -1.76 -0.30
H 0.86 1.46 0.94
H 1.48 -0.88 -1.06
*
```

---

Stability verdict: #4, ahead by 0.440 eV

---

#1
Here is a single H3NOS molecule from the Open Molecules 2025 dataset. Energies are from ωB97M-V with the def2-TZVPD basis set.

Output
* HOMO-LUMO gap: 9.0 eV
* HOMO energy: -8.36 eV
* LUMO energy: 0.6 eV

Structure (ORCA input):
```
! RIJCOSX wB97M-V def2-TZVPD def2/J DEFGRID3
* xyz 0 1
N 0.78 0.40 -0.09
S -0.89 0.74 0.18
O -1.34 -0.83 -0.03
H 1.55 1.01 0.07
H 1.04 0.15 -1.01
H -1.14 -1.47 0.88
*
```

---

#2
Here is a molecular structure, H3NOS from the Open Molecules 2025 dataset. Energies are from ωB97M-V with the def2-TZVPD basis set.

Output
* HOMO-LUMO gap (spin up / spin down): 9.0 / 8.3 eV
* HOMO energy (spin up / spin down): -10.27 / -9.58 eV
* LUMO energy (spin up / spin down): -1.3 / -1.3 eV

Structure (ORCA input):
```
! RIJCOSX wB97M-V def2-TZVPD def2/J DEFGRID3
* xyz 0 1
N 0.58 -0.19 0.12
O -3.11 0.22 0.16
S -1.74 -0.35 -0.01
H 0.61 0.86 0.02
H 0.36 -0.29 1.13
H -1.26 -0.06 -1.26
*
```

---

#3
Here is a single H3NOS molecule from the Open Molecules 2025 dataset. Energies are from ωB97M-V with the def2-TZVPD basis set.

Output
* HOMO-LUMO gap: 9.0 eV
* HOMO energy: -9.15 eV
* LUMO energy: -0.1 eV

Structure (ORCA input):
```
! RIJCOSX wB97M-V def2-TZVPD def2/J DEFGRID3
* xyz 0 1
N 0.79 1.03 0.41
S -0.30 -0.16 -0.29
O -0.49 -1.21 0.76
H 1.20 0.68 1.25
H -1.45 0.39 -0.73
H 0.25 -0.74 -1.39
*
```

---

Stability verdict: #1, ahead by 1.919 eV